Density functional theory data (ωB97M-V/def2-TZVPD) for a molecular structure, C74H164F6N8O8 at a distorted geometry.

Each line ends with the Mulliken charge.
CARTESIAN COORDINATES (ANGSTROEM)
C: 3.933 5.074 7.025  -1.41
C: 2.977 6.157 6.420  -0.89
C: 3.548 7.196 5.478  -0.54
N: 3.108 8.637 5.839  0.26
C: 3.865 9.519 4.933  -1.03
C: 3.410 8.911 7.284  -0.46
C: 2.052 9.465 7.898  -0.57
C: 1.250 9.867 6.652  -0.65
C: 1.585 8.768 5.673  -0.54
H: 4.383 4.511 6.187  0.32
H: 3.233 4.519 7.614  0.45
H: 4.657 5.575 7.692  0.31
H: 2.434 6.640 7.187  0.56
H: 2.187 5.617 5.904  0.48
H: 3.327 7.069 4.398  0.39
H: 4.666 7.259 5.516  0.41
H: 3.610 10.592 5.121  0.36
H: 3.666 9.264 3.901  0.37
H: 4.922 9.333 5.109  0.44
H: 4.162 9.688 7.459  0.38
H: 3.768 8.032 7.848  0.12
H: 2.285 10.304 8.567  0.35
H: 1.598 8.668 8.525  0.38
H: 1.523 10.828 6.319  0.31
H: 0.135 9.847 6.817  0.41
H: 1.174 8.969 4.673  0.28
H: 1.165 7.826 5.991  0.41
C: -1.841 1.484 -0.209  -1.53
C: -1.658 0.193 -0.984  -0.04
C: -0.595 0.499 -2.037  -1.27
N: -0.140 -0.653 -2.913  0.77
C: 0.908 -1.438 -2.149  -1.60
C: 0.603 -0.090 -4.131  -0.54
C: -0.270 -0.483 -5.337  -0.49
C: -1.607 -0.726 -4.756  -0.65
C: -1.333 -1.429 -3.465  -0.67
H: -2.443 2.257 -0.767  0.41
H: -0.939 1.960 0.137  0.37
H: -2.510 1.244 0.668  0.35
H: -2.619 -0.033 -1.485  0.42
H: -1.252 -0.661 -0.315  0.23
H: 0.235 0.917 -1.501  0.59
H: -1.107 1.184 -2.724  0.36
H: 1.720 -0.728 -2.031  0.53
H: 1.253 -2.241 -2.800  0.40
H: 0.452 -1.795 -1.242  0.39
H: 1.602 -0.513 -4.189  0.43
H: 0.590 1.018 -4.132  0.17
H: 0.181 -1.313 -5.879  0.25
H: -0.446 0.284 -6.095  0.36
H: -2.209 -1.358 -5.390  0.45
H: -2.176 0.148 -4.569  0.32
H: -1.019 -2.479 -3.649  0.43
H: -2.089 -1.405 -2.715  0.32
C: -3.780 -9.688 -3.801  -1.01
C: -3.309 -10.978 -4.097  0.00
C: -1.821 -11.142 -3.916  -0.30
N: -1.466 -12.857 -3.223  0.02
C: -2.280 -13.741 -4.137  -0.99
C: -1.507 -13.207 -1.764  -0.60
C: -0.324 -14.027 -1.695  -0.18
C: 0.415 -14.081 -2.801  -0.45
C: -0.022 -13.192 -3.621  -0.29
H: -2.978 -8.973 -4.012  0.26
H: -5.765 -9.544 -0.948  -0.14
H: -4.627 -9.104 -4.036  0.38
H: -3.884 -11.870 -3.977  0.27
H: -4.200 -11.957 4.575  -0.05
H: -1.397 -10.464 -3.130  0.43
H: -1.165 -10.962 -4.764  0.38
H: -3.240 -13.455 -3.739  0.49
H: -2.209 -14.828 -4.030  0.31
H: -1.968 -13.431 -5.091  0.38
H: -2.496 -13.667 -1.680  0.31
H: -1.762 -12.309 -1.303  0.47
H: 0.034 -14.899 -0.945  0.33
H: 1.970 -4.924 -2.449  -0.30
H: 1.412 -14.789 -3.114  0.29
H: 6.578 -5.372 -12.796  -0.32
H: 2.058 -17.193 -4.207  -0.03
H: 0.302 -12.616 -4.477  0.47
C: -2.669 -0.251 -16.682  -1.35
C: -1.362 0.048 -15.911  0.13
C: -1.750 1.165 -14.993  -1.23
N: -0.618 1.663 -14.204  0.30
C: 0.449 2.299 -15.077  -1.07
C: 0.020 0.660 -13.299  -0.57
C: 0.627 1.471 -12.102  -0.40
C: 0.038 2.965 -12.229  -0.75
C: -1.031 2.778 -13.243  -0.61
H: -3.127 0.630 -17.089  0.37
H: -3.333 -0.728 -15.984  0.37
H: -2.437 -0.994 -17.493  0.36
H: -0.565 0.405 -16.588  0.31
H: -1.043 -0.909 -15.440  0.26
H: -2.632 0.861 -14.328  0.36
H: -2.238 1.934 -15.570  0.48
H: 0.051 2.990 -15.784  0.35
H: 0.989 1.529 -15.615  0.44
H: 1.139 2.842 -14.471  0.43
H: 0.927 0.262 -13.854  0.23
H: -0.652 -0.175 -13.011  0.42
H: 1.715 1.518 -12.061  0.31
H: 0.216 0.966 -11.175  0.28
H: 0.813 3.710 -12.289  0.34
H: -0.444 3.300 -11.279  0.32
H: -1.315 3.650 -13.818  0.47
H: -1.894 2.509 -12.648  0.43
C: -8.602 -5.725 9.018  -0.36
C: -8.618 -5.563 10.343  -0.05
C: -8.887 -5.319 11.718  -0.34
C: -7.741 -3.904 12.457  -1.09
N: -6.891 -4.229 13.626  0.68
C: -6.018 -5.559 13.286  -0.47
C: -6.293 -6.492 14.554  -0.62
C: -7.709 -6.141 15.005  -0.44
C: -7.697 -4.571 14.930  -0.86
C: -5.663 -3.527 13.714  -1.25
C: -6.271 -1.851 14.640  -0.25
C: -5.348 -0.869 14.688  -0.74
H: -16.016 4.056 7.530  -0.03
H: 3.841 12.997 14.015  0.05
H: -8.170 -5.534 7.981  0.33
H: -0.848 6.265 8.461  -0.23
H: 6.958 7.347 -1.782  -0.23
H: -9.218 -6.132 12.344  0.41
H: -9.554 -4.443 11.752  0.27
H: -8.626 -3.230 12.590  0.41
H: -7.095 -3.691 11.604  0.45
H: -4.862 -5.387 13.157  0.33
H: -6.510 -5.846 12.331  0.34
H: -5.455 -6.356 15.180  0.38
H: -6.392 -7.530 14.231  0.36
H: -8.138 -6.341 15.953  0.43
H: -8.365 -6.570 14.312  0.18
H: -7.293 -4.237 15.833  0.43
H: -8.658 -4.092 14.877  0.46
H: -4.973 -3.272 12.899  0.53
H: -5.038 -3.808 14.612  0.56
H: -7.265 -1.639 14.785  0.43
H: -4.894 -0.335 15.719  0.21
H: -4.760 -0.256 13.992  0.27
H: -14.203 10.781 3.042  -0.25
H: 3.911 -4.064 13.775  -0.11
C: 4.536 -1.844 1.032  -1.10
C: 4.272 -2.913 2.054  -0.59
C: 4.964 -2.813 3.421  -0.13
C: 4.266 -3.815 4.404  -0.62
N: 4.683 -3.620 5.866  0.60
C: 4.939 -2.193 6.375  -0.74
C: 5.665 -2.299 7.721  -0.80
C: 6.306 -3.733 7.692  -0.51
C: 6.019 -4.210 6.216  -0.94
C: 3.639 -4.288 6.744  -0.96
C: 2.133 -3.861 6.569  -0.25
C: 1.361 -4.443 7.806  -1.45
H: 5.603 -1.675 1.026  0.39
H: 4.023 -0.891 1.272  -0.04
H: 4.223 -2.099 0.035  0.39
H: 4.557 -3.828 1.564  0.35
H: 3.199 -2.898 2.193  0.32
H: 4.770 -1.804 3.848  0.09
H: 6.046 -2.917 3.378  0.39
H: 4.543 -4.875 4.148  0.21
H: 3.195 -3.809 4.378  0.25
H: 3.978 -1.650 6.487  0.33
H: 5.401 -1.752 5.520  0.76
H: 4.927 -2.067 8.493  0.38
H: 6.381 -1.437 7.751  0.35
H: 5.902 -4.490 8.398  0.28
H: 7.429 -3.638 7.857  0.37
H: 6.049 -5.258 6.202  0.44
H: 6.758 -3.865 5.566  0.53
H: 3.836 -3.938 7.758  0.42
H: 3.812 -5.359 6.725  0.45
H: 1.774 -4.342 5.640  0.46
H: 1.967 -2.774 6.468  0.23
H: 1.464 -5.514 7.961  0.35
H: 0.287 -4.184 7.712  0.38
H: 1.697 -4.024 8.751  0.40
C: -8.082 13.416 1.070  -0.68
O: -8.813 12.178 1.162  -0.34
C: -9.208 11.709 -0.086  -0.55
C: -9.507 10.273 -0.010  -0.67
N: -10.342 10.040 1.260  -0.18
H: -9.788 10.198 2.152  0.39
H: -10.979 10.806 1.181  0.43
C: -11.063 8.747 1.160  -0.50
C: -11.684 8.427 2.465  -0.89
O: -10.764 7.307 3.124  -0.16
C: -11.417 6.928 4.075  -0.11
H: -7.183 13.099 0.458  0.30
H: -7.752 13.758 2.021  0.25
H: -8.756 14.208 0.615  0.28
H: -8.442 11.646 -0.852  0.39
H: -10.099 12.219 -0.612  0.39
H: -8.606 9.673 -0.059  0.43
H: -10.150 10.024 -0.858  0.34
H: -10.295 8.001 0.884  0.39
H: -11.814 8.820 0.379  0.48
H: -12.635 7.866 2.267  0.30
H: -11.862 9.212 3.163  0.39
H: -12.185 7.601 4.707  0.34
H: -7.213 13.399 9.306  -0.02
H: -11.308 5.781 4.344  0.29
C: 7.973 2.287 -14.807  -0.53
O: 7.737 1.594 -16.070  -0.14
C: 8.522 1.381 -16.952  0.03
C: 8.066 -0.385 -8.539  -0.16
N: 8.350 0.821 -8.340  0.07
H: 4.671 -0.144 -6.440  0.25
H: 9.218 1.094 -7.834  0.33
C: 7.452 1.983 -8.652  -0.57
C: 7.646 3.044 -7.561  -0.63
O: 6.952 2.479 -6.451  -0.20
C: 7.159 2.972 -5.165  -0.76
H: 8.900 2.878 -14.787  0.35
H: 8.008 1.380 -14.229  0.30
H: 7.182 3.046 -14.690  0.24
H: 8.143 0.677 -17.822  0.28
H: 9.570 1.561 -16.911  0.29
H: 8.699 -1.232 -8.200  0.22
H: 7.165 -0.807 -9.049  0.27
H: 6.443 1.557 -8.643  0.36
H: 7.662 2.375 -9.660  0.33
H: 7.148 3.975 -7.854  0.38
H: 8.726 3.278 -7.450  0.42
H: 6.698 3.974 -4.997  0.32
H: 8.260 2.971 -4.913  0.32
H: 6.635 2.257 -4.477  0.20
C: 1.423 0.993 1.984  0.72
O: 1.525 2.350 1.517  -0.47
O: 1.931 0.077 1.302  -0.63
C: 1.566 0.705 3.493  0.48
F: 0.937 1.748 4.124  -0.28
F: 0.989 -0.464 3.877  -0.27
F: 2.851 0.677 4.145  -0.36
C: 2.876 2.647 1.384  -0.01
C: 3.199 3.550 2.514  -0.93
H: 3.118 2.854 3.380  0.11
H: 4.268 3.819 2.458  0.39
H: 2.560 4.417 2.648  0.25
H: 2.982 3.125 0.381  0.28
H: 3.427 1.700 1.403  0.06
H: 0.287 0.698 1.809  -0.33
C: 5.071 -1.969 -5.832  -0.44
O: 6.353 -1.799 -6.283  -0.29
O: 4.449 -0.726 -5.693  -0.41
C: 4.155 -2.848 -6.702  0.91
F: 3.889 -2.130 -7.849  -0.31
F: 4.697 -4.054 -7.059  -0.26
F: 2.954 -3.148 -6.104  -0.24
C: 7.148 -3.039 -6.239  -0.36
C: 8.675 -2.848 -6.049  -1.27
H: 8.937 -3.864 -5.686  0.39
H: 9.224 -2.796 -7.031  0.39
H: 9.062 -2.063 -5.375  0.27
H: 6.946 -3.593 -7.220  0.30
H: 6.748 -3.590 -5.396  0.48
H: 5.123 -2.408 -4.879  0.61

The energy comes out at -123858.32106 eV. The charge is +6.